[1]
A 6-piece molecular cluster, C31H43Br2Cl2NO12 overall in a non-equilibrium geometry, computed with the ωB97M-V functional and the def2-TZVPD basis.

Element x y z (Å)
C -0.579 1.212 6.301
O 4.344 -4.102 -1.273
C -3.329 4.977 0.225
C 4.542 -4.941 -4.266
O -2.446 4.623 -0.538
C -1.417 -1.725 -3.039
C 4.219 1.262 4.280
H -3.876 6.162 2.709
H -3.055 2.345 6.980
O 3.356 -3.663 -7.242
C 3.543 -4.257 -6.193
H 1.660 -5.216 -5.800
H -2.754 -2.686 -6.481
H -3.685 1.841 5.403
H 4.523 0.660 5.141
C 2.729 -5.411 -5.691
H -3.279 0.025 7.386
C 3.769 0.441 3.098
O 4.563 -3.986 -5.326
H -5.409 4.373 2.501
H -5.021 1.811 -3.069
H 4.811 -4.452 -3.325
H 3.063 -6.478 -3.810
C -4.509 6.221 1.815
H -4.189 6.866 -0.229
H 2.765 -4.639 2.639
H 2.495 -4.808 -3.650
H -4.498 3.502 -2.191
H -3.730 3.016 -3.856
Br -1.509 -1.906 0.478
H 3.916 -1.746 0.005
H 6.301 1.554 3.733
C -1.253 -1.714 -4.704
C 2.531 -4.212 1.659
H 5.451 3.043 4.215
C 4.102 1.339 1.946
H -6.073 4.977 0.963
C -5.165 4.888 1.567
O -1.273 0.204 6.907
O 4.986 2.302 2.339
C 0.632 1.988 -0.510
H -1.285 3.142 5.670
C -2.854 1.718 6.103
Cl -0.236 -3.148 -2.637
H 3.403 1.922 4.600
O 3.355 -4.814 0.662
C -2.868 1.897 -2.040
C 3.168 -2.530 0.141
H -2.732 6.953 0.824
C -3.550 -0.565 -2.273
H 1.484 -4.422 1.420
H -2.053 2.760 -2.035
C -3.643 6.395 0.594
O 3.681 1.216 0.808
N -2.857 -1.855 -2.619
H 1.609 1.680 -1.113
H 2.697 0.233 3.139
H 2.271 -2.318 -0.447
C 3.134 -5.476 -4.240
H -0.051 2.636 -1.200
C -4.170 2.581 -2.839
H 5.279 -5.721 -4.484
H -0.149 -2.038 -5.026
H -3.414 -2.674 -2.924
C 2.847 -2.740 1.599
C 5.342 2.082 3.703
C -2.647 0.290 6.533
H 4.341 -0.487 3.006
H 0.982 2.704 0.375
C -0.796 -0.385 -0.684
Cl 0.438 0.205 -3.399
O -4.205 4.126 0.836
H -1.572 -0.696 -5.187
H -2.832 -0.420 5.720
H 3.735 -2.526 2.206
C -2.408 0.532 -2.814
H -3.172 1.707 -0.911
H -5.226 7.033 1.963
O 0.631 1.349 6.364
O -2.433 -4.090 -4.889
H -2.472 0.849 -3.942
C -1.513 2.085 5.518
C -2.228 -2.863 -5.431
H 3.016 -6.315 -6.234
C 3.710 -3.869 -0.257
O -4.715 -0.361 -1.657
C -1.031 -0.268 -2.303
H 2.030 -2.110 1.963
H -1.445 1.821 4.459
Br 0.202 0.424 2.147
C -0.050 0.655 0.135

The molecular weight comes out at 852.39 g mol⁻¹. As for the spin multiplicity: 1. Its charge is 0. Its SMILES is CC[C@@H]1C(=O)N[C@@](Cl)(CC=O)[C@]1(Cl)/C(Br)=C(\C)Br.O=C1CCCO1.O=C1CCCO1.O=C1CCCO1.O=C1CCCO1.O=C1CCCO1. The LUMO energy is -0.4 eV. The value obtained for the HOMO energy is -9.25 eV. The calculation puts the orbital gap at 8.8 eV.



[2]
C25H30B2IN2O7 as an isolated structure in a non-equilibrium geometry, computed with the ωB97M-V functional and the def2-TZVPD basis.

Element x y z (Å)
H -0.896 1.808 2.242
C -0.196 -1.903 0.166
H 4.065 3.926 -2.550
C -2.819 -4.165 2.653
H -1.489 0.212 -2.609
C -6.907 -4.618 1.513
O 3.357 1.079 1.743
C -6.413 -5.279 2.632
C -1.533 -2.021 -0.183
O 1.295 0.411 -1.530
H -1.407 5.546 0.689
C 5.551 0.591 0.859
C -6.069 -3.822 0.750
H 1.955 -0.148 0.843
H -0.821 3.819 -2.209
C -2.401 -2.743 0.626
C 2.643 2.784 -3.640
C 3.002 1.463 -2.975
O 0.128 1.158 0.336
C 0.923 1.719 1.352
N -1.575 3.161 -2.068
H -0.217 -3.692 3.046
C -5.086 -5.130 2.996
H 5.780 0.628 1.917
H 1.316 -2.402 1.606
C -1.922 -3.358 1.792
C -3.833 -2.852 0.246
O -4.273 -2.295 -0.738
H -4.700 -5.639 3.869
C 2.016 0.625 1.591
O -1.863 0.715 -1.882
B -1.031 1.846 -1.719
H 6.227 1.220 0.290
H 1.032 0.846 -3.566
H 2.108 -0.465 -3.138
C 1.339 3.060 0.613
H -2.153 3.520 -1.317
H 3.701 0.356 -0.184
H -1.892 -1.552 -1.086
C 1.786 0.533 -2.829
O 1.321 2.825 -0.717
H 5.727 -0.415 0.493
C -4.243 -4.328 2.237
C -4.733 -3.683 1.103
C 3.842 3.727 -3.594
C 4.108 1.035 0.563
I 2.960 4.247 1.410
B 0.526 1.581 -1.045
H 2.378 2.601 -4.679
H 1.756 0.149 2.530
H 3.467 1.656 -2.019
N 0.075 1.802 2.508
C 0.160 3.975 0.842
C -0.585 -3.225 2.142
H -6.449 -3.310 -0.124
H 4.168 2.009 0.079
H 0.483 -1.341 -0.473
H 0.314 2.560 3.130
C 0.274 -2.501 1.331
H 4.691 3.293 -4.113
H -7.947 -4.728 1.233
H 3.624 4.694 -4.040
H 1.797 3.246 -3.148
C -0.716 4.795 0.919
H -7.066 -5.910 3.222
O -2.416 -4.691 3.673
H 3.754 0.995 -3.609

The molecular weight comes out at 619.05 g mol⁻¹. As for the spin multiplicity: 1. Its charge is -1. The LUMO energy is 1.3 eV. The value obtained for the HOMO energy is -4.87 eV. The calculation puts the orbital gap at 6.1 eV.



[3]
C10H5F6N2O4S7SbTc as an isolated structure in a non-equilibrium geometry, computed with the ωB97M-V functional and the def2-TZVPD basis.

Element x y z (Å)
H -2.898 2.906 -2.433
S 2.927 0.558 -0.957
F 0.150 -5.264 1.371
S -1.258 -1.571 -0.619
F 0.961 -3.666 2.570
H -0.508 2.807 -1.830
Tc 1.211 0.084 0.370
F -1.138 -3.095 -2.882
S 0.865 -3.114 -0.012
Sb 3.669 2.858 -0.298
O -0.533 -0.323 -0.505
C -0.875 2.201 0.186
O 1.741 -2.025 0.289
F 2.270 -4.904 1.381
H -1.547 1.644 2.143
S 1.383 3.440 0.665
O -2.660 -1.469 -0.455
H -4.628 2.446 -0.721
F -1.635 -1.023 -3.176
C -3.578 2.390 -0.465
O 1.121 -3.849 -1.200
C -1.270 2.593 -1.093
S 3.279 -0.596 4.398
F 0.377 -1.562 -2.635
N 2.215 0.200 1.982
C -1.850 1.931 1.143
S 3.955 4.146 -2.136
C 1.077 -4.310 1.411
C 0.556 1.977 0.448
C -0.910 -1.865 -2.440
N -0.653 -2.746 0.201
S 5.250 2.823 1.314
C -2.612 2.659 -1.421
C 2.675 -0.168 3.018
H -3.938 1.843 1.572
C -3.191 2.044 0.819

The molecular weight comes out at 775.38 g mol⁻¹. As for the spin multiplicity: 1. Its charge is -1. The energy above the lowest of the compared OMol25 structures with the same formula, charge and spin comes out at 0.656 eV. The LUMO energy is 0.8 eV. The value obtained for the HOMO energy is -5.48 eV. The calculation puts the orbital gap at 6.3 eV.



[4]
One molecule with the formula Cl2O2S in a non-equilibrium geometry, computed with the ωB97M-V functional and the def2-TZVPD basis.

Element x y z (Å)
O 0.777 0.182 -0.618
Cl 1.781 0.988 0.534
S -0.645 -0.530 -0.585
O -0.496 -1.736 0.128
Cl -1.416 1.097 0.540

The molecular weight comes out at 134.97 g mol⁻¹. As for the spin multiplicity: 3. Its charge is 0. The energy above the lowest of the compared OMol25 structures with the same formula, charge and spin comes out at 1.400 eV. The LUMO energy (alpha / beta) is 0.0 / -4.4 eV. The value obtained for the HOMO energy (alpha / beta) is -8.68 / -11.02 eV. The calculation puts the orbital gap (alpha / beta) at 8.7 / 6.6 eV.



[5]
A 3-piece molecular cluster, C20H52FN8O8P3S overall in a non-equilibrium geometry, computed with the ωB97M-V functional and the def2-TZVPD basis.

Element x y z (Å)
O 2.766 -2.421 -2.988
C -3.584 -2.573 0.493
H -2.865 0.741 -1.612
H 1.678 -3.082 -0.062
S 3.911 -2.362 -3.828
N -3.899 3.331 6.938
C 0.917 -2.523 -0.615
H 6.865 -2.129 -4.887
H 1.663 -1.314 1.683
H 6.125 -0.359 -7.044
H 0.278 -3.250 -1.119
H 8.416 -3.600 -5.548
H 5.911 -2.985 -6.134
H 0.303 3.080 5.641
C -3.015 0.908 -0.546
C 1.174 -2.771 -5.507
H 1.472 -3.476 -4.725
H 3.984 -0.970 -7.354
H -2.163 -3.804 -6.240
P -1.410 -1.235 -0.320
H 0.095 2.660 7.357
C 3.469 -2.047 -5.544
C 1.030 -0.767 0.975
P -2.989 3.430 5.511
P -0.622 -2.685 -5.354
H 1.781 -0.820 -4.590
H 3.775 0.021 -5.925
O -0.935 -3.245 -3.886
C 4.210 -0.908 -6.291
H -4.290 -1.851 0.927
H 5.972 -0.052 -5.351
H -2.874 0.671 2.110
C -1.878 -2.447 2.196
C -1.922 0.818 1.579
H 1.788 -0.925 -6.309
C 5.743 -0.787 -6.115
N 0.141 -1.702 0.310
H -3.058 6.497 7.035
N -2.197 -2.238 0.808
H -3.028 1.989 -0.388
C -1.486 1.228 5.702
H -2.412 3.200 8.430
C -0.375 3.160 6.502
H -2.469 -1.788 2.845
O -1.203 -3.793 -6.364
H -5.592 4.629 6.920
H -0.438 4.211 6.765
H -2.111 -3.480 2.479
H -3.594 4.508 8.654
H -3.707 5.283 3.576
H -5.904 2.983 7.510
C 1.996 -1.506 -5.405
H -1.732 1.893 1.549
H -4.034 2.824 8.954
H 7.882 -4.125 -7.145
H -5.673 3.263 5.794
H 9.381 -3.164 -6.944
H -0.591 -0.571 -5.776
O -1.006 -0.901 -1.720
O 4.955 -1.496 -3.407
N -1.263 -1.292 -5.556
H -1.893 -3.302 -3.781
N -1.674 2.561 6.255
H -3.111 6.800 4.223
H -0.824 -2.302 2.408
C -3.452 3.481 8.299
H -0.938 0.609 6.417
N -2.741 5.123 5.442
C -2.247 6.003 6.477
O 3.940 -3.965 -7.027
H -4.004 0.510 -0.274
H 1.684 -0.227 0.275
H 0.498 -0.021 1.559
N 1.734 -3.424 -6.721
H -3.839 -3.568 0.866
C 3.152 -3.260 -6.494
O 7.651 -2.096 -6.758
H -4.572 6.061 4.912
H -3.741 -2.589 -0.587
C -5.334 3.569 6.786
O -2.745 3.050 4.087
H -2.446 0.743 5.518
C -3.576 5.850 4.496
C 6.502 -2.091 -5.917
H -1.638 6.788 6.019
H -1.611 5.505 7.202
F 4.495 -3.807 -3.893
N -1.953 0.289 0.232
H 1.406 -1.924 -1.377
H -1.138 0.391 2.197
C 8.359 -3.304 -6.602
H -0.933 1.247 4.756
H 1.536 -2.733 -7.452

The molecular weight comes out at 676.67 g mol⁻¹. As for the spin multiplicity: 1. Its charge is 0. Its SMILES is COCCC[C@@]1(S(=O)(=O)F)C[C@@H](P(=N)(O)O)NC1=O.CN(C)P(=O)(N(C)C)N(C)C.CN(C)P(=O)(N(C)C)N(C)C. The LUMO energy is 0.4 eV. The value obtained for the HOMO energy is -7.76 eV. The calculation puts the orbital gap at 8.2 eV.



[6]
C17H12BrCsN4O2 as an isolated structure in a non-equilibrium geometry, computed with the ωB97M-V functional and the def2-TZVPD basis.

Element x y z (Å)
C -0.702 6.109 1.784
H 2.275 -4.732 2.096
C -1.312 -2.659 -4.045
C 2.157 -3.703 2.401
N 0.327 -2.519 -0.663
C -1.684 -0.030 -3.418
C -1.970 -1.832 -4.941
C -2.164 -0.492 -4.632
C -0.863 -2.110 -2.849
C -0.033 5.158 2.548
Br -1.854 3.884 -1.479
C 1.771 -1.074 3.014
Cs -0.072 0.110 -0.075
H 1.585 -0.020 3.197
C -1.249 5.727 0.575
H -0.796 7.131 2.125
N -0.465 3.480 0.895
C -0.119 -3.058 -1.845
C 0.975 -3.388 0.182
N -1.053 -0.833 -2.564
H -1.780 6.415 -0.064
H -1.131 -3.708 -4.228
C 0.057 3.870 2.063
C 1.501 -2.827 1.541
H -2.331 -2.231 -5.880
H 0.412 5.406 3.500
H -1.792 1.001 -3.097
C 2.625 -3.211 3.608
H 3.139 -3.870 4.296
N 1.326 -1.557 1.860
O -0.024 -4.202 -2.251
C 2.435 -1.874 3.932
H -2.674 0.176 -5.313
H 0.571 3.102 2.630
O 1.211 -4.574 0.030
C -1.089 4.396 0.199
H 2.789 -1.460 4.866

The molecular weight comes out at 517.12 g mol⁻¹. As for the spin multiplicity: 1. Its charge is 0. The energy above the lowest of the compared OMol25 structures with the same formula, charge and spin comes out at 0.339 eV. The LUMO energy is -0.1 eV. The value obtained for the HOMO energy is -7.80 eV. The calculation puts the orbital gap at 7.7 eV.



[7]
C21H9FO15Pt as an isolated structure in a non-equilibrium geometry, computed with the ωB97M-V functional and the def2-TZVPD basis.

Element x y z (Å)
O 2.254 2.009 2.411
O 0.484 1.732 -4.508
C -3.584 -0.673 1.216
O -2.809 3.190 3.712
O -0.022 2.314 0.320
O 0.050 -0.377 -4.123
C -1.255 3.128 1.964
C -2.909 -0.408 3.691
O 3.137 -5.041 -2.508
H -1.053 -0.723 -5.786
C 3.084 -3.899 -1.871
C -0.183 1.323 -5.672
C -0.545 2.896 4.455
O 2.284 -0.437 0.213
H -4.203 -0.755 0.335
O -5.199 -0.495 2.736
O 0.113 -0.596 1.791
C 2.076 -3.167 -2.295
C -0.126 -0.215 -5.520
F 0.824 -0.864 -6.209
H 4.498 -2.037 0.694
C -1.105 -0.556 2.037
O 0.407 0.977 -2.441
C 3.943 -3.561 -0.659
C 2.564 -1.579 -0.310
C 0.821 2.696 3.898
C 0.365 0.747 -3.604
C 1.588 -2.124 -1.387
H 0.345 1.644 -6.570
C -0.018 2.761 1.562
H 1.518 -3.448 -3.176
O 4.978 -4.241 -0.284
C -1.586 -0.362 3.349
H 1.631 2.649 4.611
O -1.834 -0.610 -0.261
C -3.921 -0.549 2.518
Pt 0.198 0.142 -0.310
C 3.708 -2.393 0.049
C -2.226 -0.640 0.904
C -1.656 3.044 3.377
H -2.057 3.236 1.249
O -3.179 -0.054 4.926
O -0.893 2.693 5.640
H -0.914 -0.032 4.127
O 0.495 -1.632 -1.314
H -1.167 1.778 -5.560
C 1.078 2.507 2.584

The molecular weight comes out at 715.36 g mol⁻¹. As for the spin multiplicity: 4. Its charge is -3. The LUMO energy (alpha / beta) is 5.0 / 4.9 eV. The value obtained for the HOMO energy (alpha / beta) is 0.71 / 0.58 eV. The calculation puts the orbital gap (alpha / beta) at 4.3 / 4.3 eV.



[8]
C19H28IO2V as an isolated structure in a non-equilibrium geometry, computed with the ωB97M-V functional and the def2-TZVPD basis.

Element x y z (Å)
H 2.396 0.932 -2.850
H 1.105 -1.125 -6.721
H -1.264 1.881 -2.507
H 4.063 -0.450 -1.207
V 0.891 -1.159 -1.216
H 2.900 -0.571 1.248
I 2.357 -3.271 -0.902
C -2.093 2.331 -3.055
C 0.084 2.177 -5.473
H 0.158 2.171 -6.587
C -1.132 -2.291 -1.978
C -1.198 -0.886 -1.697
C 1.541 -2.783 -4.098
H -2.913 1.592 -3.120
H 1.107 -3.611 -3.527
H 0.230 1.655 -1.424
H 0.621 0.829 1.160
H -0.625 4.258 -5.648
H -2.553 3.064 -6.356
C -1.005 -0.734 -0.263
C 1.385 -2.983 -5.604
C 0.061 -1.126 -4.845
H -1.422 -0.111 -2.431
C -0.425 3.508 -4.859
C 2.446 -0.156 0.344
H -0.812 -4.063 -0.649
C 0.520 -1.824 -6.109
H -2.441 3.186 -2.467
C 1.031 1.023 -1.074
H 0.292 -0.067 -4.959
H -0.362 -2.223 1.290
H -3.710 2.433 -5.174
C 2.176 0.601 -1.843
C -0.605 -2.011 0.249
H 2.578 -2.639 -3.783
H 0.228 3.928 -4.081
C -1.674 2.661 -4.478
H -0.356 -2.156 -6.678
H 2.365 -2.966 -6.100
C -0.785 -2.985 -0.792
C 1.227 0.564 0.288
H -1.472 -2.733 -2.907
C 3.055 -0.110 -0.961
O 0.788 -1.615 -3.696
H -3.105 4.123 -5.083
C -2.843 3.088 -5.310
H -1.213 0.157 0.318
H 0.876 -3.935 -5.792
H -1.025 -1.258 -4.702
O -1.101 1.432 -5.026
H 1.004 1.778 -4.993

The molecular weight comes out at 466.28 g mol⁻¹. As for the spin multiplicity: 2. Its charge is +1. The LUMO energy (alpha / beta) is -4.1 / -3.9 eV. The value obtained for the HOMO energy (alpha / beta) is -11.38 / -11.33 eV. The calculation puts the orbital gap (alpha / beta) at 7.3 / 7.4 eV.